Below is a molecular structure, C6H4BrN2Se4TaTe in a non-equilibrium geometry, with properties calculated with the ωB97M-V functional and the def2-TZVPD basis.

```
19
Properties=species:S:1:pos:R:3:lowdin_charge:R:1
Se 1.9936 2.5262 1.2770 0.049
C -2.5322 -1.5784 -0.0611 -0.001
Ta 1.0288 1.1157 -0.5130 0.873
C 2.7722 -1.3266 0.4195 -0.662
C -1.9315 1.0500 -0.0581 -0.689
Se 5.5583 1.1767 0.1097 0.028
Br -1.3302 2.8481 -0.1439 0.882
C -1.2345 -1.1358 -0.1972 -0.092
H -4.5782 -0.9720 0.2020 0.139
C -3.5515 -0.6489 0.0917 0.015
Se 5.2854 -0.7877 -1.0699 0.193
H -0.4090 -1.8263 -0.3006 0.111
N 1.8746 -0.6026 0.2705 -0.099
Se 4.3269 -2.2521 0.5428 0.759
Te 3.6502 2.6968 -0.6029 0.454
H -4.0123 1.4672 0.2025 0.133
H -2.7384 -2.6388 -0.0721 0.133
C -3.2500 0.7091 0.0954 -0.041
N -0.9222 0.1793 -0.1922 -0.186
```

Energy: -12844.7116 Eh
HOMO-LUMO gap (alpha / beta): 5.900 / 5.900 eV
M: 808.404 g/mol
E_LUMO (alpha / beta): -8.1 / -8.1 eV
Charge: +2